[1]
Below is a structure of composition C24H22Br4KN7O2SSe, with properties calculated with ωB97M-V/def2-TZVPD.

- Charge: -2
- E_tot: -412447.2678 eV
- Largest force on an atom: 0.535 eV Å⁻¹
- HOMO-LUMO gap: 3.11 eV

Geometry as XYZ:
```
62
Properties=species:S:1:pos:R:3:nbo_charge:R:1
K 0.40128 -0.41817 -1.49775 0.8943
N -2.31749 -1.33427 -0.52697 -0.8610
C -1.83430 -2.71734 -0.42985 -0.2460
C -1.02118 -2.90285 0.84731 -0.2188
N 0.18256 -2.08909 0.91200 -0.6636
C 1.45364 -2.78280 1.04502 -0.2095
C 2.21233 -2.90006 -0.27722 -0.2356
N 2.72846 -1.60009 -0.66236 -0.8620
H -3.04395 -1.25888 -1.22745 0.3589
H -2.68755 -1.03366 0.36759 0.3575
H -2.64984 -3.45698 -0.40958 0.1454
H -1.22273 -2.92933 -1.31019 0.2562
H -1.66607 -2.69417 1.71232 0.1752
H -0.74268 -3.96090 0.90851 0.1771
H 0.09060 -1.29495 1.52675 0.3929
H 2.08794 -2.23307 1.74917 0.1847
H 1.30758 -3.78832 1.46650 0.1545
H 2.97796 -3.68785 -0.17532 0.1409
H 1.52126 -3.22534 -1.06125 0.2236
H 3.47358 -1.25367 -0.07713 0.3566
H 2.96648 -1.50339 -1.64168 0.3912
S 2.30349 4.61979 0.22094 0.1933
C 2.82690 3.89951 -1.23398 -0.4280
C 2.49468 2.57838 -1.31815 -0.3141
C 1.78604 2.03281 -0.18879 -0.2883
C 1.60131 3.02705 0.73009 -0.3511
C 1.01008 2.98333 2.06219 0.2027
C 0.67044 4.16917 2.75671 -0.2729
C 0.17974 4.10844 4.04011 -0.1880
C 0.00141 2.86614 4.64274 -0.3330
C 0.32543 1.75255 3.88379 0.0301
N 0.80695 1.78726 2.64712 -0.4309
H 3.35378 4.50552 -1.95896 0.2093
H 2.73965 1.99933 -2.20361 0.2232
H 0.80537 5.12300 2.26413 0.2162
H -0.07342 5.01912 4.57267 0.1966
H -0.38039 2.76548 5.65067 0.2047
H 0.18881 0.75591 4.30149 0.1805
Br -0.49296 -4.09881 -8.00702 -0.0040
C 0.17430 -2.89677 -6.69032 -0.1899
C 1.04139 -1.88443 -7.03135 -0.1756
Br 1.60383 -1.65453 -8.83573 -0.0024
C 1.51116 -1.01227 -6.02597 -0.2541
Br 2.71828 0.40399 -6.44137 -0.0186
C 1.14716 -1.10250 -4.67067 0.2924
O 1.56620 -0.31373 -3.76430 -0.8134
C 0.22301 -2.19632 -4.30547 0.3737
O -0.12869 -2.33114 -3.08549 -0.8610
C -0.21741 -3.03282 -5.34058 -0.2648
Br -1.41619 -4.41825 -4.79950 -0.0317
Se -3.47532 0.00384 5.75047 0.8875
N -3.61978 1.69135 5.21857 -0.6468
C -3.13403 1.72480 3.99832 0.1460
C -3.04102 2.89556 3.17663 -0.1919
C -2.50114 2.74189 1.95366 -0.2270
C -2.02742 1.45053 1.51165 0.1250
N -2.09778 0.35379 2.19653 -0.4303
C -2.64679 0.47060 3.45221 0.2475
N -2.74809 -0.57150 4.24979 -0.6067
H -3.37603 3.85228 3.55339 0.2220
H -2.37045 3.58946 1.29455 0.2320
H -1.55037 1.40737 0.53440 0.2296
```



[2]
Below is a cluster of 2 separate species, C24H22IN2O4 in total in a non-equilibrium geometry, with properties calculated with ωB97M-V/def2-TZVPD.

- Charge: +1
- E_tot: -44508.4545 eV
- Largest force on an atom: 1.624 eV Å⁻¹
- HOMO-LUMO gap: 6.75 eV

Geometry as XYZ:
```
53
Properties=species:S:1:pos:R:3:nbo_charge:R:1
C -0.17295 0.07786 -1.91541 -0.2599
O -1.33138 0.80262 -1.55891 -0.5729
C -1.15059 2.20616 -1.59076 -0.0753
C -1.45158 2.79514 -2.95535 -0.4460
C -2.90243 2.70857 -3.40767 -0.2328
N -3.46709 1.37546 -3.09944 -0.0634
N -2.88648 0.41431 -3.82007 -0.1296
C -3.29474 -0.78997 -3.56155 0.0509
C -4.23816 -1.12515 -2.60559 -0.1341
C -4.81182 -0.13439 -1.90914 -0.1582
C -4.40434 1.16854 -2.19886 0.3023
C -5.09793 2.28102 -1.46512 -0.5840
C -4.30112 2.82320 -0.29284 0.4736
O -3.87874 2.15902 0.60862 -0.4721
I -3.98777 4.97426 -0.30943 0.0907
H 0.71086 0.38543 -1.36447 0.2034
H -0.35972 -0.95679 -1.66559 0.1981
H 0.02430 0.11515 -2.98386 0.1656
H -0.10837 2.42375 -1.37013 0.1977
H -1.71605 2.65013 -0.78606 0.1927
H -1.12447 3.82542 -2.96929 0.2469
H -0.83613 2.28570 -3.68388 0.2309
H -3.53030 3.52075 -3.07899 0.2321
H -2.89167 2.76060 -4.48710 0.2465
H -2.84590 -1.57064 -4.14671 0.2372
H -4.49020 -2.15718 -2.45215 0.2572
H -5.55946 -0.31356 -1.16438 0.2556
H -6.02162 1.90548 -1.05130 0.2801
H -5.37875 3.04887 -2.17073 0.2657
C 3.98636 -4.83404 0.76119 -0.1926
C 4.36090 -5.21863 2.04429 -0.1860
C 4.26887 -4.32107 3.09403 -0.1732
C 3.81095 -3.03091 2.86427 -0.0483
C 3.45227 -2.63824 1.57232 -0.1878
C 3.53372 -3.54766 0.52535 -0.1568
C 2.99762 -1.24878 1.29534 0.6240
O 2.67526 -0.90952 0.17272 -0.5765
C 2.95223 -0.28263 2.42772 -0.0734
C 2.58432 1.03459 2.18434 -0.1978
C 2.52615 1.94131 3.22808 -0.1917
C 2.82768 1.53477 4.52365 -0.1862
C 3.19907 0.22491 4.77210 -0.1499
C 3.27071 -0.68545 3.72627 -0.1478
C 3.70337 -2.08365 4.00908 0.5253
O 3.96361 -2.43754 5.13798 -0.5108
H 4.05339 -5.53969 -0.05595 0.2209
H 4.72452 -6.22126 2.22413 0.2240
H 4.55436 -4.61680 4.09367 0.2418
H 3.24752 -3.24302 -0.47135 0.2324
H 2.34986 1.34660 1.17630 0.2264
H 2.24580 2.96834 3.03531 0.2177
H 2.77677 2.24359 5.33907 0.2235
H 3.43925 -0.09499 5.77621 0.2438
```



[3]
Below is a structure of composition C24H22N4O3PS3Tb in a non-equilibrium geometry, with properties calculated with ωB97M-V/def2-TZVPD.

- Spin multiplicity: 7
- E_tot: -101580.0980 eV
- Largest force on an atom: 3.441 eV Å⁻¹
- HOMO-LUMO gap (spin up / spin down): 8.31 / 8.37 eV

Geometry as XYZ:
```
58
Properties=species:S:1:pos:R:3:lowdin_spin:R:1
Tb -0.77307 -1.23488 0.65612 6.1218
N -8.19600 -5.23738 -0.20080 0.0001
C -6.98660 -4.59070 -0.11065 0.0001
C -6.62788 -3.62887 -1.06042 0.0000
C -5.43519 -2.94578 -0.94925 0.0001
C -4.59360 -3.22027 0.12180 -0.0004
C -4.92464 -4.18362 1.07221 0.0001
C -6.11346 -4.86581 0.95192 0.0000
S -3.10507 -2.36827 0.27883 -0.0044
O -2.93638 -1.88410 1.65109 -0.0110
O -3.03228 -1.27614 -0.68953 -0.0090
N -1.80483 -3.27321 0.08820 -0.0103
C -1.29752 -3.31468 -1.22039 -0.0030
N -2.07788 -3.66040 -2.24989 0.0000
C -1.50473 -3.63728 -3.44500 -0.0004
C -0.17748 -3.28222 -3.63659 -0.0003
C 0.52194 -2.91299 -2.51299 -0.0002
N -0.02149 -2.91519 -1.29657 -0.0084
H -8.75064 -5.14569 -1.03087 0.0000
H -8.38904 -6.02185 0.39276 0.0000
H -7.29838 -3.41779 -1.88592 0.0000
H -5.14575 -2.20214 -1.68062 0.0000
H -4.25154 -4.38643 1.89785 0.0000
H -6.38535 -5.61677 1.68491 0.0000
H -2.13630 -3.90524 -4.28611 0.0000
H 0.27945 -3.27885 -4.61515 0.0000
H 1.55632 -2.59180 -2.56996 -0.0001
C -0.08871 1.65337 -1.70584 -0.0025
C -0.35630 0.51015 -0.82676 -0.0200
O -1.07870 0.72087 0.19546 -0.0106
H -0.32478 2.60344 -1.22140 -0.0004
H -0.72253 1.52763 -2.59008 0.0001
H 0.94625 1.62852 -2.05067 -0.0001
S 2.02904 -1.44843 1.24625 -0.0158
P 1.04790 -1.63882 2.97702 -0.0016
S -0.30979 -0.20309 3.27572 -0.0189
C 2.18016 -1.78121 4.38493 0.0005
C 2.78738 -2.99895 4.68297 -0.0001
C 3.68416 -3.08718 5.73809 0.0000
C 3.97774 -1.96039 6.49585 -0.0001
C 3.37058 -0.74683 6.20138 0.0000
C 2.47054 -0.65596 5.14777 -0.0006
C 0.16584 -3.24105 2.93676 -0.0021
C 0.58256 -4.27155 2.10095 -0.0008
C -0.05385 -5.50491 2.14535 0.0003
C -1.10865 -5.70694 3.02210 -0.0008
C -1.53367 -4.67709 3.85718 0.0002
C -0.89930 -3.44465 3.81576 -0.0007
H 2.55876 -3.87993 4.09415 -0.0001
H 4.14969 -4.03658 5.97238 0.0000
H 4.67943 -2.02964 7.31846 0.0000
H 3.59374 0.12990 6.79659 0.0000
H 1.98254 0.28349 4.91877 -0.0004
H 1.39669 -4.09329 1.41039 0.0001
H 0.26854 -6.30294 1.48815 0.0000
H -1.60534 -6.66940 3.05489 -0.0001
H -2.36235 -4.83417 4.53743 0.0000
H -1.23482 -2.63042 4.44503 -0.0001
```



[4]
Below is a structure of composition C24H22N6O2PdS2, with properties calculated with ωB97M-V/def2-TZVPD.

- E_tot: -63431.4955 eV
- Largest force on an atom: 0.213 eV Å⁻¹
- HOMO-LUMO gap: 7.16 eV

Geometry as XYZ:
```
57
Properties=species:S:1:pos:R:3:nbo_charge:R:1
Pd 0.98401 0.52679 -0.93767 0.7526
C 4.28832 1.85183 1.99453 -0.6835
C 3.09584 1.09335 1.49941 0.2159
N 1.94488 1.56518 1.24081 -0.2471
N 1.79703 2.94138 1.24483 -0.4418
C 1.90382 3.39229 0.03915 0.2986
N 1.85168 4.74684 -0.18298 -0.8131
S 2.25441 2.41318 -1.39365 -0.1948
C 3.26726 -0.31048 1.05190 0.1969
C 4.17574 -1.18662 1.63415 -0.2302
C 4.37332 -2.43586 1.07746 -0.1457
C 3.66906 -2.77567 -0.06740 -0.2603
C 2.78092 -1.85514 -0.58961 0.0634
N 2.57276 -0.65111 -0.04736 -0.4394
H 4.00410 2.87857 2.20459 0.2575
H 5.08482 1.84663 1.24800 0.2361
H 4.68180 1.39633 2.90595 0.2170
H 1.50265 5.26327 0.61151 0.3853
H 1.38831 4.98000 -1.04851 0.4038
H 4.71707 -0.87962 2.51771 0.2291
H 5.07230 -3.13126 1.52314 0.2253
H 3.80687 -3.72871 -0.55753 0.2308
H 2.21581 -2.07289 -1.48633 0.2165
C -3.19554 -0.85910 3.37144 -0.6281
C -2.83545 0.01501 2.20065 -0.0111
C -1.77201 0.90868 2.27627 -0.2148
C -1.40693 1.68374 1.18471 -0.1994
C -2.12070 1.56377 0.00377 -0.2867
C -3.20940 0.70359 -0.08714 -0.2193
C -3.55782 -0.06653 1.00999 -0.2202
S -1.52411 2.35233 -1.46589 2.3293
O -0.72995 3.47806 -1.07405 -0.9560
O -2.65168 2.55223 -2.33634 -0.9598
N -0.53944 1.21059 -2.11270 -0.9082
C -1.24670 0.09376 -2.61235 0.2277
C -2.06208 0.11630 -3.71668 -0.2230
C -2.82856 -1.01540 -4.06444 -0.1798
C -2.80978 -2.15613 -3.31075 -0.2152
C -1.97658 -2.22156 -2.17067 -0.0915
C -1.92597 -3.31808 -1.28213 -0.1004
C -1.12704 -3.26316 -0.17600 -0.2795
C -0.31323 -2.13283 0.02358 0.0851
N -0.30811 -1.11679 -0.80377 -0.4525
C -1.16832 -1.11042 -1.86573 0.1163
H -2.80446 -0.45240 4.30339 0.2174
H -2.78092 -1.86294 3.24764 0.2149
H -4.27626 -0.96365 3.46973 0.2187
H -1.21438 1.00045 3.20127 0.2125
H -0.56689 2.36500 1.23710 0.2570
H -3.77438 0.64548 -1.00878 0.2394
H -4.40577 -0.73925 0.94503 0.2094
H -2.14143 1.02934 -4.28762 0.2483
H -3.46396 -0.96355 -4.93911 0.2207
H -3.42359 -3.00912 -3.57091 0.2158
H -2.53889 -4.18944 -1.48008 0.2202
H -1.09148 -4.07430 0.53743 0.2277
H 0.35903 -2.07193 0.87105 0.2121
```



[5]
Below is a cluster of 2 separate species, C24H22O3 in total in a non-equilibrium geometry, with properties calculated with ωB97M-V/def2-TZVPD.

- E_tot: -31384.9579 eV
- Largest force on an atom: 1.809 eV Å⁻¹
- HOMO-LUMO gap: 4.91 eV

Geometry as XYZ:
```
49
Properties=species:S:1:pos:R:3:nbo_charge:R:1
C -2.56807 -1.80553 2.47057 -0.2648
O -1.51036 -0.85622 2.22144 -0.4098
C -1.74615 0.36109 1.85487 0.5074
C -0.81552 1.41628 2.09332 -0.1589
C -1.14031 2.71502 1.62996 -0.0826
C -0.27283 3.77201 1.81706 -0.2324
C 0.95401 3.57626 2.47198 0.0925
C 1.87632 4.73821 2.64125 -0.6471
C 1.27297 2.29565 2.95662 -0.2452
C 0.41510 1.22599 2.78432 -0.1039
H -2.09644 -2.79005 2.48661 0.2244
H -3.03092 -1.59840 3.44524 0.1885
H -3.30981 -1.76914 1.67557 0.2459
H -2.68762 0.59851 1.35711 0.2256
H -2.08777 2.84035 1.10166 0.2401
H -0.53960 4.76458 1.44637 0.2266
H 2.82895 4.43034 3.07401 0.2236
H 2.06450 5.21628 1.67442 0.2401
H 1.43096 5.50019 3.29047 0.2359
H 2.21857 2.15629 3.47955 0.2241
H 0.64260 0.23048 3.16740 0.2324
C -0.40882 -6.05031 -0.35617 -0.2168
C 0.62475 -5.16048 -0.68737 -0.2227
C 0.33716 -3.80499 -0.86989 -0.2199
C -0.97644 -3.31206 -0.77308 -0.0313
C -1.30762 -1.83340 -0.88547 0.4712
C -0.38216 -1.01950 -1.61424 -0.5726
C -0.44357 0.40964 -1.69046 0.4949
C 0.66028 1.08963 -2.48921 -0.1349
C 1.93829 0.52477 -2.65794 -0.1344
C 2.97184 1.22553 -3.28864 -0.2472
C 2.74520 2.53025 -3.74992 -0.2190
C 1.48151 3.11083 -3.59838 -0.2280
C 0.45300 2.39111 -2.97509 -0.1761
O -1.30263 1.11894 -1.13153 -0.6867
O -2.33512 -1.39652 -0.33612 -0.7154
C -1.99558 -4.22540 -0.44575 -0.2130
C -1.72140 -5.58143 -0.22807 -0.2298
H -0.18825 -7.10400 -0.20309 0.2090
H 1.64928 -5.51900 -0.80197 0.2116
H 1.12847 -3.09113 -1.08828 0.2188
H 0.34586 -1.52984 -2.23421 0.1933
H 2.11068 -0.47546 -2.26685 0.2039
H 3.94718 0.75515 -3.41548 0.2087
H 3.54855 3.08309 -4.22968 0.2074
H 1.29787 4.12601 -3.96348 0.2081
H -0.52763 2.85119 -2.84896 0.2262
H -3.01817 -3.85808 -0.34858 0.2221
H -2.53114 -6.27272 0.03809 0.2102
```



[6]
Below is a structure of composition C24H23AsClCuN4O2 in a non-equilibrium geometry, with properties calculated with ωB97M-V/def2-TZVPD.

- E_tot: -153318.6305 eV
- Largest force on an atom: 1.100 eV Å⁻¹
- HOMO-LUMO gap: 7.32 eV

Geometry as XYZ:
```
56
Properties=species:S:1:pos:R:3:nbo_charge:R:1
Cu -0.27267 0.20257 -0.45961 0.8157
O 0.64590 -2.75351 5.69573 -0.7335
C 1.19505 -3.18677 4.67205 0.7427
O 2.00065 -4.10480 4.46523 -0.7305
C 0.65972 -2.51457 3.35099 -0.0377
C 1.20781 -2.83077 2.11969 -0.2018
C 0.80685 -2.11915 0.99590 0.1491
N -0.11418 -1.15411 1.07129 -0.5322
C -0.65143 -0.84042 2.25473 0.1433
C -0.28161 -1.50137 3.41892 -0.2055
C -1.57102 0.32229 2.26035 0.1850
C -2.38241 0.63260 3.35195 -0.2200
C -3.12935 1.79496 3.32594 -0.1534
C -3.06005 2.62140 2.21210 -0.2597
C -2.25766 2.22358 1.15802 0.0542
N -1.53696 1.10812 1.17860 -0.4987
C 1.41831 -2.31821 -0.34129 0.1885
C 2.28526 -3.37421 -0.62043 -0.2167
C 2.86060 -3.46259 -1.87396 -0.1536
C 2.55996 -2.49998 -2.82753 -0.2587
C 1.68269 -1.49106 -2.47217 0.0499
N 1.12808 -1.40029 -1.26916 -0.4885
H 1.95927 -3.60818 2.09952 0.2517
H -0.65835 -1.24421 4.39985 0.2545
H -2.42186 -0.02997 4.20446 0.2369
H -3.75593 2.06017 4.16711 0.2255
H -3.61582 3.54724 2.15851 0.2251
H -2.17523 2.82129 0.25555 0.1927
H 2.50619 -4.11340 0.13542 0.2355
H 3.54339 -4.26900 -2.10640 0.2251
H 2.98776 -2.53581 -3.81970 0.2250
H 1.41110 -0.70988 -3.17691 0.1865
Cl 3.76866 3.67331 -2.47852 0.0274
C 2.99304 3.01074 -1.08521 -0.0717
C 3.45341 3.30289 0.18853 -0.1792
C 2.78464 2.74537 1.26596 -0.2289
C 1.69145 1.92870 1.02951 0.0475
N 1.25620 1.65292 -0.19938 -0.4934
C 1.89551 2.17993 -1.23979 0.0217
H 4.31170 3.94496 0.32988 0.2386
H 3.10910 2.94159 2.27811 0.2369
H 1.14328 1.47235 1.84491 0.2166
H 1.51721 1.93426 -2.22453 0.2086
C -1.50509 1.74182 -3.77914 -0.9477
As -1.68973 0.44171 -2.32197 0.8631
C -1.95629 -1.17086 -3.38955 -0.9457
C -3.55850 0.80007 -1.88907 -0.9467
H -2.33407 1.62864 -4.47725 0.2227
H -0.56666 1.59528 -4.31339 0.2271
H -1.51438 2.75287 -3.37275 0.2301
H -2.61480 -0.97047 -4.23472 0.2197
H -2.40478 -1.93719 -2.75801 0.2386
H -1.00545 -1.55279 -3.75825 0.2307
H -4.19074 0.65143 -2.76465 0.2219
H -3.67545 1.82705 -1.54458 0.2272
H -3.88231 0.13343 -1.09086 0.2387
```